Entry from the OMol25 dataset: a structure of composition C45H57KN3P2 (wB97M-V/def2-TZVPD).

Its frontier orbital gap is 5.77 eV. Its electronic energy is -86963.8989 eV. The value obtained for the maximum force is 0.64 eV Å⁻¹. Its HOMO energy is -3.547 eV. The value obtained for the energy relative to the best compared isomer or geometry (same formula, charge and spin) is 16.8 kcal/mol. The net charge is -1.

Structure (XYZ):
```
108
C45H57KN3P2, DFT wB97M-V/def2-TZVPD
K 0.135 -0.277 0.348
C 0.826 2.824 -3.485
C -0.431 3.009 -2.682
C -1.509 2.143 -2.822
C -2.640 2.268 -2.027
C -2.720 3.287 -1.092
C -1.665 4.180 -0.966
C -0.532 4.039 -1.750
H 0.747 1.961 -4.146
H 1.681 2.660 -2.825
H 1.044 3.701 -4.097
H -1.457 1.343 -3.551
H -3.446 1.553 -2.124
H -3.589 3.374 -0.454
H -1.715 4.977 -0.233
H 0.300 4.724 -1.626
C 1.105 4.608 2.593
C 0.756 3.521 1.576
C -0.459 2.719 2.049
P 1.962 2.282 0.870
C 3.411 3.248 0.211
C 4.391 3.830 1.226
C 4.162 2.322 -0.748
C 2.665 1.330 2.263
C 2.911 1.892 3.521
C 3.399 1.171 4.594
C 3.685 1.821 5.919
C 3.638 -0.192 4.387
C 3.433 -0.773 3.160
C 2.969 -0.038 2.040
N 2.739 -0.634 0.830
C 3.649 -1.504 0.332
C 5.027 -1.466 0.679
C 5.955 -2.311 0.114
C 5.599 -3.266 -0.837
C 6.606 -4.214 -1.428
C 4.260 -3.306 -1.197
C 3.287 -2.467 -0.661
P 1.545 -2.526 -1.201
C 0.875 -4.119 -0.501
C 0.309 -3.804 0.885
C 1.823 -5.311 -0.412
C 1.578 -2.799 -3.048
C 2.435 -1.712 -3.690
C 1.874 -4.168 -3.661
H 0.272 5.315 2.658
H 1.245 4.205 3.595
H 1.993 5.174 2.320
H 0.463 4.040 0.655
H -0.186 2.053 2.872
H -1.252 3.379 2.409
H -0.889 2.108 1.252
H 2.953 4.062 -0.368
H 4.815 3.031 1.837
H 5.217 4.331 0.713
H 3.931 4.550 1.901
H 4.570 1.463 -0.209
H 3.509 1.923 -1.524
H 4.994 2.852 -1.220
H 2.737 2.949 3.661
H 3.165 2.777 6.009
H 3.363 1.191 6.750
H 4.753 2.016 6.056
H 3.986 -0.806 5.212
H 3.622 -1.832 3.026
H 5.359 -0.731 1.401
H 6.996 -2.222 0.414
H 7.621 -3.913 -1.163
H 6.468 -5.238 -1.068
H 6.547 -4.246 -2.519
H 3.955 -4.042 -1.931
H 0.037 -4.367 -1.168
H 1.098 -3.420 1.540
H -0.489 -3.061 0.848
H -0.096 -4.705 1.354
H 2.673 -5.072 0.231
H 1.304 -6.169 0.026
H 2.219 -5.616 -1.379
H 0.536 -2.583 -3.303
H 3.496 -1.888 -3.504
H 2.277 -1.692 -4.772
H 2.198 -0.724 -3.289
H 2.907 -4.482 -3.518
H 1.221 -4.942 -3.257
H 1.697 -4.126 -4.740
C -2.480 -3.134 -4.920
C -1.825 -1.956 -4.588
C -1.756 -1.554 -3.262
C -2.370 -2.312 -2.276
C -3.024 -3.496 -2.601
C -3.070 -3.904 -3.925
N -2.240 -1.844 -0.925
N -3.259 -2.072 -0.253
C -3.235 -1.653 1.129
C -4.290 -2.231 1.839
C -4.403 -1.980 3.195
C -3.467 -1.133 3.782
C -2.460 -0.555 3.017
C -2.267 -0.777 1.637
H -2.519 -3.461 -5.951
H -1.352 -1.360 -5.358
H -1.216 -0.662 -2.972
H -3.485 -4.074 -1.812
H -3.570 -4.830 -4.182
H -5.001 -2.865 1.322
H -5.200 -2.424 3.780
H -3.532 -0.918 4.845
H -1.779 0.114 3.546
```